{"formula": "C37H55BFN7O4S5SiTi", "method": "ωB97M-V/def2-TZVPD", "species": ["H", "H", "C", "H", "C", "Ti", "H", "O", "H", "H", "C", "N", "H", "N", "H", "S", "C", "C", "H", "Si", "C", "H", "H", "C", "C", "H", "C", "C", "C", "H", "C", "H", "H", "H", "C", "H", "H", "O", "S", "C", "C", "N", "H", "N", "C", "H", "H", "H", "H", "C", "C", "H", "H", "C", "C", "H", "H", "H", "H", "F", "H", "S", "C", "H", "C", "C", "H", "C", "H", "S", "C", "C", "S", "H", "C", "H", "C", "N", "C", "C", "H", "H", "O", "C", "N", "H", "H", "H", "C", "H", "C", "H", "B", "H", "N", "O", "H", "H", "H", "H", "H", "H", "H", "H", "C", "H", "C", "H", "H", "C", "C", "H"], "coordinates": [[-2.016439, -0.847693, -3.611683], [-6.248433, 1.276351, -2.292452], [1.604896, 10.051253, 3.104842], [1.556154, -2.447916, -3.014036], [-1.181742, -6.666335, 0.002355], [0.037458, 0.929570, -0.164286], [1.681438, -3.453027, 2.585455], [0.803498, -4.675100, -1.716243], [1.634617, -0.111255, -2.639058], [3.808716, -6.317620, 1.392805], [-1.720413, -5.458149, 2.131437], [-3.398485, -0.270966, -2.162881], [-2.715683, -5.908618, 2.144561], [-4.709903, 0.894371, -0.866186], [-1.654645, 2.633061, -2.417415], [-2.435282, -0.050922, 0.374475], [-3.979781, 3.572613, 0.687131], [0.923161, 8.981683, 3.919514], [-0.683893, 0.498153, 2.546509], [1.029164, -3.938233, -0.250311], [0.853700, 0.564531, -4.495106], [-1.735849, 2.709260, -4.879068], [-4.388423, 1.364130, 3.014302], [-2.090597, -4.327231, -0.066286], [0.714959, 6.525467, 0.260072], [1.079387, -4.798001, -5.022249], [2.280103, 7.908024, 1.466144], [2.273327, -3.266579, -3.074656], [0.571359, -4.806295, -4.054940], [0.095589, 9.425883, 4.467837], [0.883543, 0.528071, -3.100113], [1.407488, 0.032600, 3.612023], [-1.605888, 5.246389, 2.315637], [3.699021, 6.855596, 2.682578], [2.584757, -5.747918, -2.887690], [-2.055262, -3.332857, 0.380555], [2.824478, 4.616717, 2.097823], [0.131476, -4.838884, 0.817815], [2.591007, 0.768858, 0.387975], [2.372986, 5.508074, 1.680885], [0.769983, 4.073264, 0.498604], [-3.151395, 4.042131, 1.659192], [-3.125103, -4.681123, -0.067222], [0.139345, 0.251221, 2.010857], [-3.217920, 3.216314, 2.765748], [-2.978747, 6.128319, 1.582738], [-1.501796, -1.101979, -1.935724], [-1.773022, -4.478845, 2.609377], [-2.194303, -7.060963, -0.116193], [-1.209633, -5.309486, 0.702609], [-1.003259, 2.095110, -4.367852], [-1.751870, -4.235524, -1.099874], [3.614447, -0.283243, 3.453809], [1.277120, 5.350624, 0.803664], [-3.539525, 0.234143, -0.912274], [0.050517, -5.758769, -3.936142], [3.012011, -3.121225, -2.284345], [2.071257, -6.711682, -2.857023], [4.449067, 0.548098, 2.276757], [-0.166079, 1.385669, -6.472983], [2.662693, -2.204910, 1.817973], [2.863042, 9.516022, 1.922148], [-0.105507, 1.346347, -5.100047], [-1.854573, 5.219773, 0.557837], [-4.081299, 2.226415, 2.450913], [3.309463, -4.215280, 1.366047], [-0.722651, -6.558933, -0.980370], [2.859623, 6.757104, 2.003804], [-2.710053, -2.185518, -2.640439], [-4.254328, 4.329274, -0.800586], [-5.311955, 0.786905, -2.097416], [4.730338, -3.795223, 1.002559], [0.599824, -1.957337, -0.217444], [-1.038031, -6.090060, 2.704233], [-2.342967, -1.156338, -2.619017], [1.554265, 0.001497, -5.102030], [1.209417, 7.774047, 0.581755], [3.608414, 0.517417, 2.834371], [-4.502541, 0.072830, -2.911583], [3.296801, -5.591941, 2.028114], [0.762400, 8.662586, 0.151642], [-6.407024, 2.131783, -0.070617], [1.398745, 11.226573, 3.259389], [2.701686, -3.177263, 2.311591], [1.319134, 0.521264, 2.728610], [2.779443, -3.227902, -4.042796], [-0.590907, -7.376868, 0.585683], [3.791382, -5.564957, 3.003356], [-0.012724, 1.238007, -2.276737], [1.653687, 8.568572, 4.617230], [1.566354, -4.609946, -2.917102], [-4.584528, -0.191763, -3.950518], [-5.474231, 1.500752, 0.373462], [4.703913, -2.832863, 0.488569], [-4.548274, 2.440176, 1.177252], [2.600827, -4.323819, 0.142479], [5.354481, -3.705661, 1.895946], [0.571683, 8.166213, 3.290404], [-2.641304, 3.405585, 3.653921], [-5.838152, 0.585888, 1.090178], [3.203254, -5.656486, -1.994388], [2.263370, -5.914858, 2.159954], [3.226718, -5.716979, -3.772113], [-0.166325, -4.002706, -4.040168], [-0.938813, 2.034529, -2.977760], [-0.120327, 6.427916, -0.421417], [-2.352478, 5.234635, 1.523022], [5.178241, -4.532702, 0.333647], [0.110089, -0.737452, 1.712313], [0.333922, 2.946070, 0.255850], [2.482816, 0.596084, 2.016645], [3.310359, -3.115637, 3.219841]], "forces_ev_per_angstrom": [[0.02, 0.02, 0.00], [0.00, 0.02, 0.00], [0.13, -0.17, -0.03], [0.00, -0.01, -0.02], [0.01, -0.01, 0.00], [-0.49, -0.49, 0.22], [0.00, -0.02, 0.00], [0.04, -0.08, 0.03], [-0.01, 0.00, -0.01], [-0.02, 0.00, -0.01], [-0.01, -0.01, 0.01], [0.04, -0.01, -0.05], [0.00, 0.01, 0.00], [-0.11, -0.16, 0.03], [-0.03, 0.00, -0.02], [0.00, 0.21, -0.01], [-0.10, -0.02, 0.04], [-0.09, -0.02, -0.12], [0.05, 0.22, -0.01], [-0.04, 0.03, 0.05], [0.00, 0.01, 0.02], [-0.01, 0.00, 0.01], [0.02, -0.02, -0.01], [0.00, -0.01, 0.01], [0.00, -0.02, -0.01], [0.00, -0.01, 0.00], [0.14, -0.13, 0.10], [-0.03, 0.00, 0.01], [0.00, 0.00, -0.02], [0.02, 0.03, 0.00], [-0.07, -0.02, -0.08], [-0.02, 0.11, 0.06], [0.03, -0.01, -0.02], [-0.01, 0.00, 0.02], [0.01, 0.00, -0.01], [-0.01, 0.00, 0.00], [0.01, 0.01, 0.00], [0.06, -0.14, -0.05], [0.16, 0.24, -0.07], [-0.07, -0.05, -0.03], [-0.13, -0.03, 0.02], [0.02, 0.05, -0.05], [0.00, 0.00, -0.01], [0.10, -0.40, -0.02], [-0.04, -0.02, 0.02], [0.00, -0.01, -0.02], [0.02, 0.00, 0.03], [0.00, 0.00, 0.00], [0.00, -0.01, 0.01], [0.00, 0.12, 0.01], [0.00, 0.00, -0.03], [0.00, -0.01, -0.01], [-0.04, 0.03, 0.06], [0.05, 0.09, 0.05], [0.04, -0.08, 0.08], [0.00, 0.00, 0.01], [0.00, 0.00, 0.01], [0.00, 0.00, 0.01], [0.00, -0.04, -0.01], [0.01, 0.01, 0.00], [0.02, 0.00, 0.00], [-0.32, 0.14, 0.00], [-0.01, 0.01, 0.00], [0.02, -0.03, 0.00], [0.04, 0.00, 0.05], [-0.05, 0.01, -0.02], [-0.01, 0.01, -0.01], [0.03, 0.09, -0.01], [0.00, 0.00, -0.02], [0.03, 0.00, 0.00], [0.13, 0.14, -0.09], [0.01, -0.01, 0.01], [0.01, 0.02, -0.07], [-0.01, -0.01, -0.01], [-0.03, 0.03, 0.01], [-0.01, -0.01, 0.00], [0.03, -0.01, -0.03], [0.00, 0.01, -0.11], [-0.06, 0.03, 0.05], [0.01, 0.01, 0.03], [-0.01, 0.00, -0.01], [-0.03, -0.10, -0.04], [0.12, 0.13, 0.05], [-0.02, 0.01, -0.03], [0.09, -0.31, -0.06], [0.01, 0.00, 0.01], [0.00, 0.00, 0.00], [0.02, -0.01, -0.01], [0.19, -0.19, -0.90], [-0.01, -0.03, -0.01], [-0.01, 0.04, 0.03], [-0.01, 0.00, 0.00], [-0.02, -0.03, 0.03], [0.00, 0.01, 0.01], [0.10, 0.07, -0.21], [0.03, -0.01, 0.02], [0.00, -0.01, 0.00], [-0.01, -0.01, 0.04], [0.02, -0.01, -0.02], [0.09, 0.08, 0.09], [0.01, 0.02, -0.01], [0.00, 0.01, 0.01], [-0.01, -0.01, -0.01], [0.01, 0.01, 0.00], [-0.03, -0.01, 0.14], [0.03, 0.02, -0.02], [-0.02, 0.01, 0.08], [-0.01, 0.00, -0.01], [-0.07, -0.02, 0.26], [0.08, 0.74, 0.38], [-0.02, -0.03, 0.21], [-0.01, -0.01, 0.01]], "s2": 2.021, "spin_multiplicity": 3, "lumo_ha": [0.1320, 0.1314], "charge": -2, "homo_ev": [-0.516, -2.284]}